(one)
Formula: C4H7N3
Source: the Open Molecules 2025 dataset
Level of theory: ωB97M-V with the def2-TZVPD basis set

XYZ file:
```
14
Properties=species:S:1:pos:R:3
C -1.154 0.990 -0.260
C -1.076 -0.554 0.256
N 0.124 -0.843 1.003
C 1.244 -0.470 0.315
N 2.450 -0.618 0.682
C 0.984 0.047 -1.038
N 1.075 0.274 -2.168
H -1.971 0.984 -0.974
H -0.424 1.655 -0.783
H -1.354 1.527 0.660
H -1.118 -1.277 -0.571
H -1.939 -0.780 0.904
H 0.126 -0.742 2.012
H 3.032 -0.193 -0.037
```

Properties
Orbital gap: 10.3 eV
HOMO level: -9.62 eV
Structure (SMILES): [H]/N=C(\C#N)NCC



(two)
Formula: C4H7N3
Source: the Open Molecules 2025 dataset
Level of theory: ωB97M-V with the def2-TZVPD basis set

XYZ file:
```
14
Properties=species:S:1:pos:R:3
C 0.628 -1.559 0.768
C 1.015 1.725 -0.726
N 0.118 1.365 0.132
C -0.931 0.413 -0.138
N -2.001 0.851 -0.629
C -0.645 -1.212 0.014
N -1.523 -1.899 -0.483
H 1.056 -2.479 0.365
H 0.398 -1.734 1.825
H 1.396 -0.777 0.720
H 0.879 1.436 -1.762
H 1.884 2.284 -0.400
H 0.262 1.615 1.109
H -2.534 -0.027 -0.796
```

Properties
Orbital gap (alpha / beta): 9.5 / 5.3 eV
HOMO level (alpha / beta): -9.00 / -6.40 eV



Question: which arrangement is favored energetically? Ranking from most to least stable: (one), (two).



(one)
Formula: H38O19
Source: the Open Molecules 2025 dataset
Level of theory: ωB97M-V with the def2-TZVPD basis set

XYZ file:
```
57
Properties=species:S:1:pos:R:3
O -0.058 -3.086 2.803
H 0.256 -4.040 2.666
H -0.881 -2.692 2.441
O 2.861 -0.631 -1.506
H 2.893 0.107 -0.927
H 3.552 -0.438 -2.192
O -2.365 2.274 2.724
H -3.342 2.170 2.605
H -2.097 2.439 1.763
O 3.255 2.407 -0.517
H 3.670 2.808 0.232
H 2.387 2.781 -0.496
O -1.260 -0.907 3.854
H -1.083 -1.835 3.671
H -0.852 -0.807 4.723
O 1.957 -3.309 1.078
H 2.003 -2.766 0.305
H 1.085 -2.908 1.324
O 2.253 -0.205 1.629
H 1.684 -0.453 2.338
H 2.606 0.685 1.655
O -1.696 4.512 1.618
H -0.895 5.054 1.520
H -2.379 4.681 0.957
O 0.728 1.196 -1.002
H 0.619 2.153 -0.670
H 0.257 0.600 -0.412
O -2.242 1.201 -1.911
H -2.443 0.782 -1.053
H -1.274 1.205 -2.230
O -4.059 -1.386 -0.568
H -3.496 -1.654 -1.307
H -4.364 -2.289 -0.316
O -1.634 -0.695 0.271
H -1.516 -0.620 1.202
H -2.581 -0.893 0.129
O -0.735 -0.789 -5.153
H -0.167 -0.083 -4.895
H -0.836 -1.475 -4.439
O -1.055 -3.549 -2.266
H -0.127 -3.569 -2.066
H -1.103 -3.825 -3.233
O 1.967 -2.145 -3.604
H 1.822 -1.886 -2.660
H 2.111 -1.514 -4.268
O 0.250 -1.454 -1.599
H -0.288 -0.799 -2.022
H 0.771 -1.035 -0.932
O 0.520 3.431 -2.432
H 0.418 4.364 -2.331
H 1.086 2.915 -1.810
O 1.154 0.233 4.114
H 0.408 0.861 4.104
H 0.851 -0.706 4.056
O 0.304 2.484 2.146
H 0.221 2.538 3.081
H -0.563 2.912 1.872
```

Properties
Orbital gap: 9.7 eV
HOMO level: -10.09 eV



(two)
Formula: H38O19
Source: the Open Molecules 2025 dataset
Level of theory: ωB97M-V with the def2-TZVPD basis set

XYZ file:
```
57
Properties=species:S:1:pos:R:3
O 4.195 -1.935 -1.793
H 3.920 -1.636 -0.834
H 3.419 -2.253 -2.202
O 1.956 1.623 -4.438
H 1.039 1.872 -4.423
H 2.256 2.132 -3.586
O -1.984 -1.925 -0.094
H -1.094 -1.580 -0.336
H -2.584 -1.348 -0.651
O 0.834 4.346 -0.727
H 0.943 3.717 0.070
H 1.253 5.239 -0.289
O 1.077 -0.875 2.770
H 1.602 -1.566 3.070
H 0.992 -0.527 1.915
O -2.742 1.258 -2.966
H -3.590 1.694 -2.854
H -2.080 1.925 -2.806
O 2.504 -3.156 1.812
H 3.349 -3.244 2.150
H 1.956 -3.740 2.127
O 3.729 2.218 -0.855
H 4.088 1.401 -0.421
H 3.895 2.006 -1.758
O -0.273 0.149 0.893
H -0.983 -0.226 1.403
H -0.272 1.184 1.100
O -0.822 3.114 1.529
H -0.598 2.424 2.173
H -1.472 3.659 2.006
O 0.072 1.545 3.445
H 0.375 0.652 3.427
H 0.764 2.048 4.099
O -1.555 3.460 -1.475
H -0.780 4.149 -1.401
H -1.733 3.352 -0.397
O -1.199 -3.036 -2.347
H -1.695 -2.698 -1.496
H -1.429 -3.957 -2.349
O -3.119 1.162 3.539
H -2.899 0.414 2.967
H -2.393 1.354 4.015
O -3.691 -0.331 1.096
H -3.944 -1.328 1.149
H -4.396 0.165 0.427
O 0.984 -4.258 -2.986
H 0.432 -3.647 -3.385
H 0.689 -4.402 -2.022
O -0.508 -0.549 -1.898
H -1.170 0.101 -2.022
H 0.030 -0.523 -2.702
O 2.652 -0.531 0.338
H 2.516 -0.362 1.346
H 2.642 0.210 -0.432
O -2.044 -2.975 2.171
H -1.328 -2.533 1.981
H -1.786 -3.431 2.922
```

Properties
Orbital gap: 10.1 eV
HOMO level: -10.40 eV



Question: which arrangement is favored energetically? Ranking from most to least stable: (one), (two).



(one)
Formula: C6H15N3
Source: the Open Molecules 2025 dataset
Level of theory: ωB97M-V with the def2-TZVPD basis set

XYZ file:
```
24
Properties=species:S:1:pos:R:3
C -1.193 0.288 0.397
C -2.633 -0.194 0.174
C -1.135 1.806 0.402
C -0.642 -0.279 1.705
N -0.293 -0.213 -0.703
H -0.439 -1.204 -0.844
H -0.530 0.267 -1.567
H 0.395 0.021 1.822
H -2.673 -1.283 0.117
H -3.273 0.127 0.993
H -3.036 0.216 -0.751
H -1.580 2.213 -0.502
H -1.665 2.212 1.266
H -0.080 2.124 0.412
H -1.215 0.093 2.551
H -0.690 -1.367 1.702
C 2.748 -1.431 -1.326
N 2.544 -0.450 -0.283
C 2.043 0.741 -0.576
N 1.808 1.869 -0.701
H 3.185 -0.477 0.501
H 3.690 -1.287 -1.863
H 1.932 -1.361 -2.043
H 2.732 -2.432 -0.882
```

Properties
Orbital gap: 9.7 eV
HOMO level: -8.94 eV
Structure (SMILES): CC(C)(C)N.CNC#N



(two)
Formula: C6H15N3
Source: the Open Molecules 2025 dataset
Level of theory: ωB97M-V with the def2-TZVPD basis set

XYZ file:
```
24
Properties=species:S:1:pos:R:3
C 0.636 1.630 0.160
C -0.133 -2.903 0.052
C 0.583 2.607 -1.012
C 0.754 -1.704 0.267
N 2.005 -1.873 0.430
H 2.516 -1.027 0.663
H 1.657 1.250 0.254
H 0.377 2.143 1.094
H 0.157 -3.390 -0.876
H 0.013 -3.618 0.868
H -1.190 -2.639 -0.014
H 1.338 3.386 -0.895
H 0.776 2.070 -1.941
H -0.389 3.098 -1.088
C -1.769 0.792 -0.033
C -0.290 0.420 -0.046
N -0.003 -0.544 1.222
N 0.153 -0.435 -1.070
H -0.825 -0.826 1.755
H 0.702 -0.231 1.888
H -0.640 -0.859 -1.543
H -2.004 1.352 -0.937
H -2.033 1.406 0.832
H -2.389 -0.107 -0.029
```

Properties
Orbital gap: 8.4 eV
HOMO level: -7.77 eV



Question: which arrangement is favored energetically? Ranking from most to least stable: (one), (two).



(one)
Formula: C3H9N
Source: the Open Molecules 2025 dataset
Level of theory: ωB97M-V with the def2-TZVPD basis set

XYZ file:
```
13
Properties=species:S:1:pos:R:3
C -1.643 -0.414 3.029
C -1.801 0.207 1.637
H -2.350 -1.225 3.202
H -1.789 0.326 3.817
H -0.641 -0.835 3.179
H -2.850 0.264 1.360
H -1.439 1.233 1.627
H -1.289 -0.420 0.901
C 2.415 0.351 -3.863
N 3.537 0.328 -3.268
H 1.832 1.263 -3.836
H 2.006 -0.504 -4.398
H 4.011 -0.574 -3.387
```

Properties
Orbital gap (alpha / beta): 2.2 / 9.6 eV
Net charge: -1
2S+1: 2
HOMO level (alpha / beta): 1.48 / -5.94 eV
⟨S²⟩: 0.7506



(two)
Formula: C3H9N
Source: the Open Molecules 2025 dataset
Level of theory: ωB97M-V with the def2-TZVPD basis set

XYZ file:
```
13
Properties=species:S:1:pos:R:3
C 2.160 -0.330 1.034
H 1.124 -0.225 0.704
H 2.794 0.452 0.605
H 2.128 -0.192 2.117
H 2.626 -1.292 0.834
C -1.509 -0.156 0.470
C -1.585 -0.216 -0.926
N -0.655 0.463 -1.771
H -1.007 0.696 0.958
H -2.370 -0.535 1.013
H -2.445 -0.761 -1.304
H -0.122 1.136 -1.219
H -1.140 0.960 -2.515
```

Properties
Orbital gap (alpha / beta): 2.9 / 6.9 eV
Net charge: -1
2S+1: 2
HOMO level (alpha / beta): 1.85 / -2.40 eV
⟨S²⟩: 0.7540



(three)
Formula: C3H9N
Source: the Open Molecules 2025 dataset
Level of theory: ωB97M-V with the def2-TZVPD basis set

XYZ file:
```
13
Properties=species:S:1:pos:R:3
C 2.809 0.972 1.663
C 1.726 0.793 0.579
H 3.464 1.798 1.383
H 3.298 0.009 1.757
H 2.336 1.371 2.563
H 2.222 0.464 -0.335
H 1.053 -0.028 0.827
H 1.146 1.664 0.279
C -3.293 -1.156 -1.614
N -3.813 -2.373 -1.704
H -2.865 -0.753 -0.694
H -3.433 -0.400 -2.409
H -4.652 -2.360 -2.295
```

Properties
Orbital gap (alpha / beta): 2.3 / 6.1 eV
Net charge: -1
2S+1: 2
HOMO level (alpha / beta): 1.07 / -2.78 eV
⟨S²⟩: 0.7529



Question: which arrangement is favored energetically? Ranking from most to least stable: (one), (three), (two).